Formula: C52H104O39
Source: the OMol25 dataset
Level of theory: wB97M-V/def2-TZVPD

Results
Energy above the lowest of the compared OMol25 structures with the same formula, charge and spin in kJ/mol: 547.62
E_HOMO in eV: -10.3
Gap between HOMO and LUMO in eV: 10.774
Largest force on an atom in eV/A: 5.2
Net charge: 0
Electronic energy in Ha: -4978.05143
2S+1: 1

Element x y z (Å)
1 C 9.63696 7.67764 0.39670
2 C 8.68475 7.35736 -0.72221
3 O 7.64547 6.48869 -0.20770
4 C 6.73213 5.98881 -1.05420
5 O 6.77287 5.97566 -2.26369
6 O 5.75552 5.37205 -0.22634
7 C 4.63525 4.68790 -0.81627
8 H 10.01642 6.76903 0.86419
9 H 9.12443 8.25044 1.16956
10 H 10.48048 8.24694 0.00622
11 H 9.31126 6.86369 -1.46510
12 H 8.33189 8.35817 -0.97116
13 H 5.03242 3.91759 -1.47732
14 H 4.05163 5.38258 -1.42035
15 H 4.06959 4.24949 0.00588
16 C 4.19693 -3.87630 2.17098
17 C 3.58580 -4.11095 0.79584
18 O 3.71042 -2.87419 0.09035
19 C 3.35372 -2.76604 -1.18704
20 O 3.02097 -3.67237 -1.92259
21 O 3.64054 -1.48820 -1.51706
22 C 3.40481 -1.02670 -2.87672
23 H 3.89169 -4.78612 2.68785
24 H 3.66035 -3.02642 2.59273
25 H 5.27045 -3.69988 2.23829
26 H 2.57482 -4.50485 0.90008
27 H 4.09867 -4.91981 0.27546
28 H 2.35072 -1.19521 -3.09717
29 H 4.05427 -1.57480 -3.55928
30 H 3.65156 0.02682 -3.00835
31 C -9.92319 -4.78887 4.24100
32 C -9.30743 -3.34099 4.45444
33 O -7.89209 -3.43230 4.48725
34 C -7.15918 -3.48745 3.30996
35 O -7.55370 -3.35400 2.15568
36 O -5.88626 -3.68819 3.66222
37 C -4.85734 -3.61000 2.62243
38 H -9.52206 -5.34537 3.39395
39 H -11.01065 -4.72127 4.20984
40 H -9.70226 -5.38958 5.12329
41 H -9.66192 -3.00528 5.42898
42 H -9.68885 -2.63858 3.71333
43 H -5.17879 -4.11252 1.71016
44 H -3.94544 -4.03985 3.03689
45 H -4.65324 -2.58997 2.29686
46 C -0.19033 3.24427 3.87884
47 C -0.08121 4.54429 3.06126
48 O -0.29801 4.29279 1.68002
49 C -1.54070 4.17536 1.11228
50 O -2.59292 4.47720 1.68533
51 O -1.39926 3.75100 -0.09543
52 C -2.50247 3.29022 -0.80153
53 H 0.07804 2.37358 3.28053
54 H -1.20702 2.95292 4.14255
55 H 0.30654 3.31887 4.84614
56 H 0.94493 4.89423 3.17391
57 H -0.69718 5.41233 3.29618
58 H -3.26125 4.00376 -1.12280
59 H -2.85920 2.34473 -0.39303
60 H -2.12328 3.02548 -1.78856
61 C 0.66563 -0.55031 4.00862
62 C -0.10930 -1.88810 3.95302
63 O 0.23774 -2.68006 2.84729
64 C -0.45213 -3.86138 2.52163
65 O -1.30957 -4.39293 3.24962
66 O 0.02872 -4.35259 1.32550
67 C -0.30781 -5.62157 0.95969
68 H 0.16769 0.09068 4.73614
69 H 0.58927 -0.08010 3.02823
70 H 1.73599 -0.45985 4.19371
71 H -1.16359 -1.65788 3.79950
72 H 0.11230 -2.45191 4.85918
73 H -1.11261 -6.12386 1.49645
74 H 0.54605 -6.29477 1.03603
75 H -0.61006 -5.55870 -0.08568
76 C 2.72206 1.50745 1.47268
77 C 1.92539 1.24807 0.23506
78 O 0.81140 0.46521 0.68224
79 C -0.07613 0.02667 -0.16874
80 O -0.03463 0.20924 -1.39154
81 O -1.03274 -0.65258 0.54862
82 C -2.08547 -1.24863 -0.09439
83 H 3.21914 0.62174 1.86832
84 H 2.16972 1.81334 2.36119
85 H 3.56496 2.18514 1.33713
86 H 2.58060 0.57150 -0.31363
87 H 1.66977 2.15269 -0.31667
88 H -2.91839 -0.54558 -0.08686
89 H -2.46071 -2.19158 0.30329
90 H -1.82854 -1.50394 -1.12245
91 C 3.94121 -4.55655 -6.71950
92 C 2.48081 -4.99696 -6.62798
93 O 1.78575 -4.07144 -5.72987
94 C 0.74959 -4.54420 -5.10232
95 O 0.24759 -5.66571 -5.06785
96 O 0.45453 -3.56924 -4.17121
97 C -0.56466 -3.72780 -3.20427
98 H 3.91524 -3.46686 -6.71871
99 H 4.51131 -4.80628 -7.61433
100 H 4.41408 -4.86896 -5.78843
101 H 2.53341 -6.03988 -6.31549
102 H 2.05326 -4.97809 -7.63044
103 H -0.10973 -4.37258 -2.45234
104 H -1.45496 -4.29447 -3.47692
105 H -0.87990 -2.78259 -2.76234
106 C 8.97872 3.87782 2.52677
107 C 7.86823 3.51586 1.52398
108 O 7.30893 2.25287 1.80448
109 C 6.55514 1.67053 0.95216
110 O 6.10675 2.18555 -0.07504
111 O 6.45817 0.39821 1.44494
112 C 5.54447 -0.49786 0.80672
113 H 8.60032 3.72838 3.53799
114 H 9.20205 4.92736 2.33519
115 H 9.89295 3.31381 2.34193
116 H 8.18018 3.56884 0.48091
117 H 7.01777 4.18632 1.64769
118 H 6.12871 -1.02711 0.05395
119 H 4.74028 -0.05149 0.22182
120 H 5.20482 -1.20280 1.56554
121 C 2.07740 2.01552 -3.84371
122 C 0.99849 2.87154 -4.49526
123 O 0.34179 3.57364 -3.46979
124 C -0.21274 4.74256 -3.64890
125 O -0.25816 5.37648 -4.70953
126 O -0.75683 5.13527 -2.50117
127 C -1.74290 6.17124 -2.22880
128 H 1.74649 1.45896 -2.96688
129 H 2.80775 2.73091 -3.46569
130 H 2.57168 1.34340 -4.54517
131 H 0.21657 2.25917 -4.94437
132 H 1.40829 3.58857 -5.20662
133 H -2.53824 6.32434 -2.95825
134 H -1.22075 7.12803 -2.22423
135 H -2.20182 6.04089 -1.24875
136 C 6.93989 -1.18238 4.60167
137 C 5.65833 -0.24439 4.55401
138 O 5.72650 0.96862 5.36577
139 C 4.58175 1.69256 5.60999
140 O 3.40772 1.35780 5.21165
141 O 4.93663 2.82495 6.21882
142 C 3.90570 3.62384 6.64037
143 H 6.70817 -2.15643 4.17081
144 H 7.25556 -1.37946 5.62617
145 H 7.75232 -0.76194 4.00897
146 H 4.85090 -0.87834 4.92041
147 H 5.43853 0.09047 3.54028
148 H 3.20376 3.09225 7.28286
149 H 3.41070 4.07955 5.78280
150 H 4.21697 4.37417 7.36715
151 C -10.58823 -4.62691 -0.74864
152 C -9.10652 -4.80946 -0.47842
153 O -8.37243 -3.70889 -0.85225
154 C -7.91300 -3.51227 -2.05928
155 O -8.24394 -4.15649 -3.06457
156 O -6.98857 -2.45933 -2.09980
157 C -6.14711 -2.10571 -0.99756
158 H -11.14672 -5.34643 -0.14990
159 H -10.73864 -4.72801 -1.82347
160 H -10.90647 -3.61661 -0.49154
161 H -8.63023 -5.65622 -0.97264
162 H -9.01495 -5.02795 0.58552
163 H -5.14754 -1.79826 -1.30488
164 H -5.91107 -2.84436 -0.23154
165 H -6.62480 -1.21436 -0.59087
166 C -3.55277 1.58491 2.27367
167 C -4.78703 2.00521 1.46312
168 O -4.85375 1.37940 0.21566
169 C -5.64737 1.77365 -0.74247
170 O -6.17091 2.91802 -0.77102
171 O -5.63875 0.78471 -1.63826
172 C -6.51639 0.88240 -2.71694
173 H -2.63281 1.78415 1.72406
174 H -3.40547 0.52503 2.48113
175 H -3.53137 2.04998 3.25925
176 H -4.74077 3.09399 1.44015
177 H -5.69317 1.80006 2.03314
178 H -7.51683 1.09286 -2.33887
179 H -6.57328 -0.00419 -3.34845
180 H -6.15924 1.71871 -3.31789
181 C -1.04039 -0.37966 -4.87183
182 C -2.06474 0.10405 -3.87856
183 O -3.40326 -0.21632 -4.26185
184 C -3.87873 -1.50422 -4.23587
185 O -3.32253 -2.46294 -3.64620
186 O -5.11976 -1.41573 -4.75063
187 C -5.72718 -2.61975 -5.15165
188 H -1.05320 -1.45522 -5.04825
189 H -0.14067 0.05110 -4.43246
190 H -1.16729 0.04933 -5.86578
191 H -2.09912 1.18287 -3.72667
192 H -1.85066 -0.30488 -2.89112
193 H -5.86183 -2.56386 -6.23186
194 H -6.73032 -2.50085 -4.74216
195 H -5.36206 -3.53193 -4.67974

Atoms 1-6, force components in eV/Å:
C -0.1 -0.5 1.0
C 0.8 0.1 0.6
O -0.1 0.4 -0.3
C -1.3 -1.6 0.3
O -0.3 0.2 1.5
O 1.7 1.4 -0.9